Here is a cluster of 2 separate species, C6H14N2O2 in total in a non-equilibrium geometry from OMol25. Energies are from ωB97M-V/def2-TZVPD.

Last column: Löwdin charge in e.
Positions of all 24 atoms, in Å:
1 C -2.29296 0.57798 1.09682  -0.03
2 N -1.01035 0.15882 1.76718  0.02
3 C -0.79180 -1.16606 1.88609  -0.58
4 C 0.53357 -1.61096 2.54202  -0.02
5 O -1.47235 -2.07620 1.44943  0.03
6 H -1.89024 0.59626 0.08382  0.08
7 H -3.11696 -0.05364 1.34689  0.07
8 H -2.65224 1.56023 1.40037  0.08
9 H -0.28973 0.85256 1.83733  0.12
10 H 1.08065 -0.78188 3.00926  0.07
11 H 0.29210 -2.45851 3.21992  0.09
12 H 1.15120 -2.16819 1.86691  0.05
13 C -0.47605 1.06502 -3.01879  -0.08
14 N 0.41083 0.39912 -2.08326  -0.01
15 C 1.48969 0.96549 -1.45519  -0.55
16 C 2.11282 -0.09049 -0.53599  -0.02
17 O 1.66342 2.16093 -1.40602  0.06
18 H -1.36393 1.51092 -2.59002  0.06
19 H -0.03097 1.90642 -3.58076  0.09
20 H -0.84675 0.24641 -3.68402  0.10
21 H 0.43247 -0.59330 -2.22524  0.12
22 H 1.77796 -1.12890 -0.49929  0.07
23 H 3.14919 -0.33748 -0.86221  0.09
24 H 2.14042 0.46545 0.43475  0.09

Summary:
**SMILES**: CNC(C)=O.CNC(C)=O
**Relative energy (zero: lowest compared OMol25 entry of this formula, charge and spin)**: 38.9 kcal per mole
**2S+1**: 1